(1)
{"formula": "C55H47BN5O18", "method": "ωB97M-V/def2-TZVPD", "elements": ["C", "C", "B", "O", "N", "C", "N", "N", "C", "C", "C", "N", "O", "C", "N", "H", "H", "H", "H", "H", "H", "H", "H", "H", "H", "H", "H", "H", "H", "H", "C", "C", "C", "O", "C", "C", "C", "O", "H", "H", "H", "H", "C", "C", "C", "O", "C", "C", "C", "O", "H", "H", "H", "H", "C", "C", "C", "O", "C", "C", "C", "O", "H", "H", "H", "H", "C", "C", "C", "O", "C", "C", "C", "O", "H", "H", "H", "H", "C", "C", "C", "O", "C", "C", "C", "O", "H", "H", "H", "H", "C", "C", "C", "O", "C", "C", "C", "O", "H", "H", "H", "H", "C", "C", "C", "O", "C", "C", "C", "O", "H", "H", "H", "H", "C", "C", "C", "O", "C", "C", "C", "O", "H", "H", "H", "H"], "coordinates": [[0.697969, -1.955086, -1.264741], [-0.028143, -1.254444, -2.501830], [-1.100535, -2.214404, -3.189419], [-2.347682, -2.258573, -2.599215], [-0.804182, -3.018169, -4.452728], [-0.094136, -4.093833, -4.459302], [0.438307, -4.631638, -3.258107], [0.195621, -4.813417, -5.645127], [1.441843, -4.418719, -6.313978], [1.341878, -3.265571, -7.363016], [0.197464, -2.249685, -7.488973], [2.314757, -3.123956, -8.163307], [-0.896417, -4.927658, -6.511508], [-1.925806, -5.492902, -5.867666], [-2.645991, -5.821688, -5.058884], [1.009775, -1.203253, -0.508379], [1.637154, -2.414732, -1.640983], [0.035593, -2.726083, -0.799378], [0.734100, -0.971591, -3.266259], [-0.512493, -0.344508, -2.085079], [-3.000556, -2.667746, -3.197639], [-1.210459, -2.650273, -5.324387], [1.161881, -4.020397, -2.868577], [-0.305449, -4.842850, -2.592682], [2.165266, -4.098469, -5.523845], [1.885505, -5.310478, -6.808158], [0.115463, -1.551843, -6.611370], [0.308995, -1.657347, -8.422516], [-0.794166, -2.764165, -7.601257], [3.030487, -3.836637, -7.968153], [-0.091171, 2.541320, -7.151054], [-0.025667, 3.535461, -8.035134], [0.802281, 3.419188, -9.259202], [0.864838, 4.322543, -10.065092], [1.552185, 2.155462, -9.461389], [1.484745, 1.164151, -8.575696], [0.656648, 1.282410, -7.353720], [0.595885, 0.370434, -6.544989], [-0.689721, 2.607989, -6.250974], [-0.567020, 4.463667, -7.903028], [2.151082, 2.087729, -10.360971], [2.026194, 0.234295, -8.705633], [-5.925182, 5.155028, -8.251596], [-4.786836, 5.039419, -7.571379], [-3.474709, 5.136483, -8.249601], [-2.433463, 5.028824, -7.628974], [-3.474170, 5.368505, -9.711772], [-4.611871, 5.484259, -10.393419], [-5.926800, 5.387290, -9.716066], [-6.963226, 5.494154, -10.334363], [-6.894148, 5.086346, -7.773596], [-4.766475, 4.870572, -6.502013], [-2.504072, 5.437369, -10.189028], [-4.630955, 5.653314, -11.462589], [0.251975, 2.667534, 0.107241], [0.283394, 3.395666, 1.221510], [1.430403, 3.320413, 2.157422], [1.458679, 3.981140, 3.174084], [2.541353, 2.405119, 1.804120], [2.509830, 1.678323, 0.690264], [1.363970, 1.754967, -0.242388], [1.339813, 1.087561, -1.261724], [-0.574947, 2.707869, -0.586094], [-0.518676, 4.068907, 1.494065], [3.371018, 2.362492, 2.498099], [3.311536, 1.004496, 0.417484], [3.755591, -1.105986, 6.040970], [4.103413, -0.576988, 4.869954], [3.390583, -0.937129, 3.623612], [3.707536, -0.457076, 2.552461], [2.274590, -1.907170, 3.729069], [1.926475, -2.436562, 4.900044], [2.641295, -2.075044, 6.147943], [2.324422, -2.554431, 7.216385], [4.266737, -0.855067, 6.958717], [4.915210, 0.133345, 4.775137], [1.764630, -2.157601, 2.806553], [1.114689, -3.147167, 4.996471], [5.520928, 0.352826, 11.931335], [5.865606, 0.878378, 10.757459], [5.148351, 0.514490, 9.514418], [5.461403, 0.990506, 8.439719], [4.034634, -0.452843, 9.625387], [3.687997, -0.979686, 10.797039], [4.404549, -0.616761, 12.043178], [4.089604, -1.093682, 13.112072], [6.033330, 0.605648, 12.850864], [6.677189, 1.587953, 10.656864], [3.522534, -0.703911, 8.708780], [2.876084, -1.689354, 10.894978], [-3.176865, 1.220726, 2.291828], [-3.943872, 1.011395, 3.358806], [-4.874473, 2.053747, 3.851467], [-5.572105, 1.864691, 4.825434], [-4.919142, 3.335322, 3.111172], [-4.151461, 3.543926, 2.043928], [-3.222170, 2.502604, 1.551751], [-2.521070, 2.690905, 0.575739], [-2.490185, 0.471776, 1.917271], [-3.924597, 0.080739, 3.911985], [-5.604840, 4.084358, 3.485736], [-4.170203, 4.474684, 1.491171], [-3.013281, 2.975361, 9.963612], [-2.687603, 3.485541, 8.777757], [-3.423838, 3.104376, 7.550275], [-3.125891, 3.567570, 6.465700], [-4.535828, 2.136898, 7.691084], [-4.861921, 1.626094, 8.877059], [-4.126563, 2.006183, 10.105946], [-4.423270, 1.543534, 11.187202], [-2.486834, 3.240949, 10.871655], [-1.878314, 4.194582, 8.655291], [-5.059269, 1.874702, 6.779568], [-5.671222, 0.917143, 8.998748], [3.087302, -5.111674, 1.901415], [3.427355, -4.601812, 0.718865], [2.714844, -4.992222, -0.517631], [3.026459, -4.526478, -1.599501], [1.609416, -5.968748, -0.392646], [1.267177, -6.480462, 0.787786], [1.980485, -6.089995, 2.029002], [1.669196, -6.551780, 3.104125], [3.597024, -4.838701, 2.816915], [4.232110, -3.885709, 0.607093], [1.101237, -6.241244, -1.309102], [0.462069, -7.196253, 0.897745]], "atomic_forces_ev_per_a": [[0.1, 0.0, -0.6], [0.3, -0.7, 0.0], [-0.5, 1.5, 2.4], [0.9, -0.5, -1.9], [-0.9, 0.0, -0.2], [0.4, -0.2, 0.2], [0.0, 0.8, -1.3], [0.8, -0.1, 2.1], [0.3, 0.0, -0.5], [0.0, 0.6, -0.4], [-1.1, -0.7, 0.4], [0.0, -0.4, 0.5], [-1.9, -0.1, -0.9], [3.4, 1.5, -1.6], [-2.0, -0.9, 1.5], [-0.4, -0.5, -0.6], [-0.6, 0.1, 0.5], [0.6, 0.6, -0.2], [-0.4, 0.2, 0.7], [0.2, -0.6, -0.7], [0.0, -0.1, 0.7], [0.5, -0.4, 0.0], [-0.1, -0.4, 0.3], [0.2, 0.2, -0.1], [-0.7, -0.3, -0.4], [-0.4, 0.6, 0.3], [0.4, -0.7, -1.0], [0.3, -0.4, 0.8], [0.8, 0.2, 0.1], [0.0, 0.2, -0.3], [0.0, 0.0, -0.1], [0.2, 0.1, 0.1], [0.0, 0.1, -0.1], [0.0, -0.1, 0.0], [0.1, -0.2, 0.0], [0.1, 0.0, -0.1], [0.0, 0.1, 0.1], [0.1, 0.4, 0.1], [0.0, 0.0, 0.0], [0.2, -0.2, -0.1], [0.0, 0.0, 0.0], [0.0, 0.0, 0.0], [0.1, 0.0, 0.2], [-0.1, 0.0, 0.0], [0.0, 0.0, 0.0], [-0.5, 0.2, 0.1], [0.0, 0.0, -0.1], [0.2, 0.0, 0.0], [-0.2, 0.0, -0.1], [0.1, 0.0, 0.1], [0.0, 0.0, 0.0], [0.0, 0.0, 0.0], [0.0, 0.0, 0.0], [0.0, 0.0, 0.0], [0.1, 0.1, -0.1], [0.0, 0.0, -0.1], [0.0, 0.1, 0.1], [0.0, -0.1, -0.1], [0.1, -0.1, -0.1], [0.1, 0.0, 0.0], [0.1, 0.1, 0.0], [0.0, 0.1, 0.1], [0.0, 0.0, 0.0], [0.0, 0.0, 0.0], [0.0, 0.0, 0.0], [0.0, 0.0, 0.0], [0.1, 0.0, -0.2], [0.0, 0.0, 0.1], [0.1, 0.1, -0.1], [0.0, -0.1, 0.0], [-0.1, -0.1, 0.1], [-0.1, -0.1, -0.2], [0.0, 0.0, 0.2], [0.0, 0.1, -0.1], [0.1, 0.1, -0.1], [0.0, 0.0, 0.0], [0.0, 0.0, 0.0], [0.0, 0.0, 0.1], [0.1, 0.1, -0.1], [0.0, 0.0, 0.1], [0.1, 0.1, -0.1], [0.0, -0.1, 0.0], [-0.1, 0.0, 0.2], [-0.1, 0.0, -0.2], [0.0, -0.1, 0.2], [0.0, 0.0, -0.1], [0.0, 0.0, 0.0], [0.0, 0.0, 0.0], [-0.1, 0.0, 0.1], [0.0, 0.0, 0.0], [0.0, -0.1, 0.1], [0.1, -0.1, -0.1], [-0.1, 0.1, 0.2], [-0.1, -0.1, -0.3], [0.0, 0.1, -0.1], [-0.1, 0.0, 0.1], [0.0, 0.1, -0.1], [-0.4, -0.1, 0.1], [0.0, 0.0, 0.0], [0.0, 0.0, 0.0], [0.0, 0.0, 0.0], [0.0, 0.0, 0.0], [0.1, 0.1, -0.1], [0.1, 0.0, 0.1], [0.0, 0.1, -0.1], [0.0, -0.1, 0.0], [-0.1, -0.1, 0.1], [0.0, 0.0, -0.1], [-0.1, -0.1, 0.2], [0.0, 0.0, -0.1], [0.0, 0.0, 0.0], [0.0, 0.0, 0.0], [0.1, 0.0, 0.2], [0.0, 0.0, 0.0], [0.1, 0.1, -0.1], [0.1, 0.0, 0.1], [0.1, 0.0, 0.0], [-0.2, 0.1, 0.0], [-0.1, 0.0, 0.1], [-0.1, 0.0, -0.2], [0.0, -0.1, 0.2], [0.0, 0.1, -0.1], [0.0, 0.0, 0.0], [0.0, 0.0, 0.0], [0.1, -0.1, 0.0], [0.0, 0.0, 0.1]], "gap_ev": 6.83, "energy_ev": -102761.1395, "lumo_ev": -4.44, "charge": 1, "homo_ev": -11.270}

***

(2)
{"formula": "C15H28HfN4O5SSe4", "method": "ωB97M-V/def2-TZVPD", "elements": ["Hf", "C", "C", "N", "C", "C", "C", "C", "C", "C", "C", "N", "C", "C", "N", "N", "H", "H", "H", "H", "H", "H", "H", "H", "H", "H", "H", "H", "H", "H", "H", "H", "H", "H", "Se", "Se", "Se", "Se", "O", "S", "O", "O", "O", "C", "C", "O", "C", "C", "H", "H", "H", "H", "H", "H", "H", "H", "H", "H"], "coordinates": [[-5.577293, -12.509459, -4.213281], [-2.323990, -13.575850, -5.091149], [-2.120501, -13.009729, -3.641886], [-3.157659, -11.935119, -3.390692], [-3.279469, -11.735424, -1.954611], [-3.828206, -12.992172, -1.306722], [-3.451311, -13.422489, -0.066373], [-3.908657, -14.694696, 0.384719], [-4.838786, -15.345204, -0.403667], [-5.234811, -14.816996, -1.622189], [-6.310231, -15.396503, -2.440786], [-6.073356, -15.124616, -3.875933], [-5.108181, -15.998833, -4.504147], [-3.683859, -15.483823, -4.372589], [-3.645428, -14.240709, -5.093753], [-4.722177, -13.610832, -2.030580], [-1.656434, -14.405880, -5.274080], [-2.315676, -12.794261, -5.898644], [-1.065681, -12.617712, -3.560837], [-2.196174, -13.756068, -2.884962], [-2.899388, -11.056104, -3.890029], [-3.947971, -10.913002, -1.652780], [-2.273237, -11.599665, -1.509386], [-2.641339, -12.837532, 0.389633], [-3.617686, -14.986830, 1.427364], [-5.323426, -16.240133, -0.153009], [-7.207626, -14.855486, -2.106262], [-6.342682, -16.446469, -2.249748], [-6.920797, -15.190211, -4.375279], [-5.403075, -16.091294, -5.562263], [-5.171730, -17.002040, -4.144613], [-2.994566, -16.143265, -4.854258], [-3.417328, -15.387652, -3.298421], [-3.996598, -14.344527, -6.016785], [-5.835947, -9.889378, -3.482459], [-4.215927, -8.517824, -4.569378], [-4.582255, -9.175353, -6.740170], [-4.195918, -11.481490, -6.373679], [-7.042381, -12.655619, -5.628161], [-8.297173, -12.600983, -4.742532], [-9.222095, -11.533692, -4.993212], [-7.479398, -12.497948, -3.374967], [-8.882194, -13.917035, -4.803790], [-5.128848, -8.833111, 0.740252], [-6.156203, -9.947671, 0.662553], [-5.557298, -11.193917, 0.309290], [-6.537668, -12.153032, 0.248068], [-6.916848, -12.737991, 1.608181], [-4.358543, -9.019675, 1.496394], [-5.662080, -7.943288, 0.838016], [-4.641552, -8.686593, -0.308178], [-6.966661, -9.697601, -0.057155], [-6.768812, -10.076835, 1.581640], [-6.160993, -13.051852, -0.302678], [-7.420147, -11.836615, -0.316679], [-6.186988, -13.443465, 1.962986], [-7.797450, -13.345584, 1.382891], [-7.304330, -12.173813, 2.479276]], "atomic_forces_ev_per_a": [[2.1, 0.1, 0.5], [-0.7, -0.3, 1.0], [0.7, 1.9, -2.2], [0.2, -0.5, -0.3], [0.9, -0.1, 1.3], [0.1, 1.2, -0.6], [1.1, -1.6, 0.7], [0.5, 2.3, 1.0], [0.1, 0.4, -0.8], [1.6, 2.3, 0.8], [0.0, 1.0, -0.9], [0.6, 0.9, 1.0], [0.2, -0.2, -0.7], [-0.9, -0.1, 0.1], [-0.6, 2.4, 1.3], [-1.9, -1.8, -1.4], [1.1, 0.2, -0.2], [0.4, -0.8, 1.1], [-1.0, -0.1, 0.0], [-0.3, -0.7, 0.4], [-0.4, -0.8, 0.5], [0.3, -0.1, -0.5], [-0.4, 0.4, 0.0], [-0.6, -0.5, 0.4], [-0.3, -0.2, -1.3], [-0.3, -1.3, 0.8], [-0.2, -0.5, -0.4], [-0.5, -0.9, 0.2], [-1.5, 0.1, -0.5], [0.3, 0.2, 0.2], [-0.1, -0.9, 0.6], [0.6, -1.0, -0.1], [0.0, 0.1, -0.8], [-0.1, -0.3, -1.0], [-0.1, 0.0, -0.2], [-0.1, -0.4, 0.7], [-0.3, -0.7, -0.1], [-0.1, 0.6, -0.6], [0.1, 0.6, -0.8], [-1.1, -1.2, 0.7], [1.4, -0.1, 0.3], [-0.5, 0.3, -0.5], [0.0, -0.3, 0.4], [1.1, -1.6, -2.4], [-0.8, 0.2, 0.0], [0.5, 1.3, -0.2], [-0.4, -2.0, 0.3], [-1.7, -0.6, 0.2], [-0.3, 0.3, -0.1], [-0.7, 1.7, 0.8], [-0.6, -0.6, 1.7], [0.7, -0.1, -0.2], [0.8, 0.1, 0.1], [-0.2, 1.0, 0.4], [0.0, 0.3, 0.1], [0.6, -0.1, 0.2], [-0.1, -0.4, 0.0], [0.7, 0.5, -0.7]], "gap_ev": 6.45, "energy_ev": -305739.1318, "de_lowest_kcal_mol": 28.0, "lumo_ev": -0.73, "charge": 0, "homo_ev": -7.184}